No. 1
A 8-piece molecular cluster, C35H66F3N12O8 overall. Source: the OMol25 dataset; level of theory: ωB97M-V with the def2-TZVPD basis set.

Values from the calculation:
E_HOMO   -0.38159 Ha
Gap between HOMO and LUMO   7.063 eV
Total energy   -79769.73822 eV
Energy above the lowest of the compared OMol25 structures with the same formula, charge and spin   0.0 kcal/mol
LUMO energy   -3.3 eV

ORCA input file:
```
! RIJCOSX wB97M-V def2-TZVPD def2/J DEFGRID3
* xyz 1 1
C -4.91 -0.45 -1.83
C -4.86 0.77 -2.76
O -3.51 0.99 -3.19
C -2.78 1.75 -2.28
N -1.46 1.12 -2.12
N -1.25 -0.14 -2.56
C 0.02 -0.48 -2.33
C 0.56 -1.82 -2.67
C -0.37 -2.92 -2.11
C -0.54 -2.72 -0.64
F 0.56 -2.83 0.16
C -1.71 -2.38 -0.01
F -1.92 -1.25 0.64
F -2.77 -3.16 0.05
N 0.65 0.54 -1.77
C -0.27 1.51 -1.63
N 0.00 2.68 -1.07
C -0.95 3.76 -0.85
C -1.69 3.71 0.31
C -2.58 4.78 0.53
C -2.59 5.74 -0.46
C -1.81 5.67 -1.60
N -0.97 4.67 -1.81
H -4.00 -0.49 -1.23
H -5.79 -0.44 -1.19
H -4.88 -1.34 -2.46
H -5.28 1.65 -2.26
H -5.45 0.59 -3.66
H -3.29 1.89 -1.32
H -2.62 2.74 -2.70
H -1.90 -0.77 -2.99
H 1.51 -1.92 -2.14
H 0.73 -1.96 -3.74
H -1.37 -2.90 -2.55
H 0.05 -3.91 -2.29
H 0.95 2.85 -0.77
H -1.57 2.90 1.01
H -3.20 4.85 1.41
H -3.24 6.60 -0.35
H -1.88 6.44 -2.35
C -3.54 -8.78 0.21
O -4.66 -8.93 -0.22
N -2.98 -7.58 0.48
C -1.63 -7.46 1.00
C -3.77 -6.38 0.25
H -2.86 -9.62 0.41
H -1.65 -6.96 1.97
H -1.02 -6.87 0.31
H -1.18 -8.44 1.11
H -4.67 -6.41 0.85
H -4.05 -6.32 -0.80
H -3.19 -5.50 0.52
C -1.58 4.13 4.09
O -1.07 4.63 3.10
N -0.95 3.33 4.96
C -1.62 2.76 6.12
C 0.46 3.04 4.74
H -2.64 4.29 4.34
H -1.13 3.10 7.03
H -1.58 1.68 6.07
H -2.66 3.08 6.14
H 1.04 3.96 4.73
H 0.59 2.55 3.78
H 0.82 2.39 5.53
C 3.87 2.76 -4.81
O 4.44 3.19 -5.79
N 4.48 2.39 -3.67
C 3.73 1.89 -2.54
C 5.93 2.49 -3.56
H 2.77 2.65 -4.77
H 3.90 2.53 -1.67
H 4.05 0.87 -2.30
H 2.66 1.88 -2.77
H 6.24 3.52 -3.71
H 6.39 1.88 -4.34
H 6.26 2.15 -2.59
C 6.98 3.00 0.30
O 6.81 3.56 -0.77
N 6.09 2.96 1.31
C 6.36 2.26 2.56
C 4.81 3.63 1.14
H 7.91 2.47 0.54
H 5.62 1.48 2.72
H 6.31 2.98 3.38
H 7.35 1.81 2.54
H 4.28 3.21 0.29
H 4.97 4.69 0.96
H 4.22 3.50 2.04
C 0.01 8.29 -4.44
O -0.22 9.33 -5.01
N 1.16 7.60 -4.53
C 1.36 6.35 -3.81
C 2.23 8.12 -5.36
H -0.74 7.80 -3.79
H 2.21 6.45 -3.13
H 1.56 5.55 -4.53
H 0.47 6.09 -3.24
H 2.52 9.11 -5.01
H 1.89 8.22 -6.39
H 3.08 7.45 -5.32
C 5.34 -1.42 3.99
O 5.32 -0.25 3.64
N 5.37 -2.47 3.15
C 5.40 -3.84 3.63
C 5.37 -2.22 1.72
H 5.34 -1.71 5.05
H 6.30 -4.34 3.27
H 4.52 -4.38 3.26
H 5.39 -3.86 4.71
H 6.24 -1.62 1.45
H 4.47 -1.66 1.44
H 5.39 -3.16 1.18
C -6.60 -7.69 2.89
O -6.78 -6.81 3.71
N -6.99 -8.96 3.02
C -6.72 -9.94 1.98
C -7.69 -9.37 4.22
H -6.08 -7.50 1.93
H -7.66 -10.36 1.60
H -6.11 -10.75 2.38
H -6.19 -9.47 1.15
H -8.61 -8.79 4.33
H -7.07 -9.18 5.10
H -7.94 -10.42 4.17
*
```

No. 2
An isolated molecule of C6H12O. Source: the OMol25 dataset; level of theory: ωB97M-V with the def2-TZVPD basis set.

Values from the calculation:
E_HOMO   -0.35726 Ha
SMILES   COCC1(C)CC1
Gap between HOMO and LUMO   10.768 eV
Total energy   -8462.82726 eV
Energy above the lowest of the compared OMol25 structures with the same formula, charge and spin   35.2 kcal/mol
LUMO energy   1.0 eV

ORCA input file:
```
! RIJCOSX wB97M-V def2-TZVPD def2/J DEFGRID3
* xyz 0 1
C 2.84 0.29 0.15
O 1.51 0.58 -0.15
C 0.62 -0.36 0.39
C -0.80 -0.02 0.01
C -1.17 1.45 0.13
C -1.43 -0.74 -1.16
C -1.80 -1.11 0.25
H 3.14 -0.68 -0.28
H 3.03 0.25 1.23
H 3.46 1.07 -0.29
H 0.87 -1.37 0.04
H 0.70 -0.36 1.50
H -0.67 2.01 -0.67
H -0.87 1.91 1.07
H -2.25 1.59 0.02
H -0.84 -1.43 -1.75
H -2.16 -0.18 -1.74
H -1.41 -2.05 0.64
H -2.79 -0.87 0.62
*
```